i | # C3H3N3

One molecule with the formula C3H3N3 (the ωB97M-V functional and the def2-TZVPD basis, the Open Molecules 2025 dataset).

As for the total charge: 0. The structure (SMILES) is N#CC(N)C#N. As for the LUMO energy: 0.37 eV.

CARTESIAN COORDINATES (ANGSTROEM)
N 2.55 -0.37 -0.49
C 1.49 -0.16 -0.08
C 0.10 0.03 0.38
N -0.68 -1.11 -0.07
C -0.39 1.37 -0.04
N -0.80 2.41 -0.33
H 0.10 0.03 1.48
H -1.64 -1.05 0.23
H -0.64 -1.19 -1.08

=====

ii | # C3H3N3

One molecule with the formula C3H3N3 (the ωB97M-V functional and the def2-TZVPD basis, the Open Molecules 2025 dataset).

As for the total charge: 0. The structure (SMILES) is CN(C#N)C#N. As for the LUMO energy: 0.49 eV.

CARTESIAN COORDINATES (ANGSTROEM)
C -0.16 -0.32 1.02
N -0.15 0.08 -0.41
C 0.42 -0.79 -1.24
N 1.02 -1.54 -1.85
C -0.24 1.35 -0.68
N -0.33 2.45 -0.89
H 0.29 -1.35 1.26
H 0.34 0.49 1.60
H -1.20 -0.37 1.18

=====

The least stable of them is ii.

=====

i | # C21H26N2O4S

One molecule with the formula C21H26N2O4S (the ωB97M-V functional and the def2-TZVPD basis, the Open Molecules 2025 dataset).

As for the total charge: 0. The structure (SMILES) is CCOc1ccc(N(CC(=O)NC2CCCC2)S(=O)(=O)c2ccccc2)cc1. As for the LUMO energy: 0.49 eV.

CARTESIAN COORDINATES (ANGSTROEM)
C -7.12 -1.14 -1.12
C -5.69 -1.45 -0.72
O -5.17 -0.31 -0.06
C -3.90 -0.35 0.43
C -3.03 -1.43 0.32
C -1.75 -1.35 0.84
C -1.32 -0.21 1.50
N -0.02 -0.10 2.03
C 0.79 -1.27 2.29
C 1.49 -1.83 1.04
O 1.10 -2.83 0.46
N 2.56 -1.11 0.66
C 3.39 -1.44 -0.47
C 4.82 -1.79 -0.03
C 5.63 -0.52 -0.28
C 5.04 -0.01 -1.60
C 3.54 -0.22 -1.41
S 0.69 1.41 2.03
O 2.11 1.20 2.11
O 0.12 2.26 3.02
C 0.29 2.06 0.40
C -0.02 3.40 0.29
C -0.31 3.93 -0.96
C -0.27 3.11 -2.08
C 0.05 1.77 -1.95
C 0.34 1.24 -0.70
C -2.20 0.86 1.63
C -3.47 0.79 1.10
H -7.55 -2.00 -1.63
H -7.14 -0.28 -1.79
H -7.71 -0.91 -0.24
H -5.08 -1.68 -1.60
H -5.67 -2.32 -0.04
H -3.33 -2.33 -0.19
H -1.09 -2.20 0.72
H 1.54 -0.98 3.02
H 0.15 -2.05 2.71
H 2.78 -0.27 1.19
H 2.91 -2.29 -0.97
H 4.84 -2.10 1.02
H 5.21 -2.60 -0.64
H 6.70 -0.71 -0.34
H 5.45 0.21 0.51
H 5.41 -0.62 -2.42
H 5.29 1.03 -1.80
H 3.10 0.66 -0.93
H 3.03 -0.38 -2.36
H -0.05 4.00 1.18
H -0.56 4.97 -1.06
H -0.50 3.52 -3.05
H 0.07 1.13 -2.82
H 0.58 0.19 -0.59
H -1.89 1.74 2.18
H -4.15 1.62 1.20

=====

ii | # C21H26N2O4S

One molecule with the formula C21H26N2O4S (the ωB97M-V functional and the def2-TZVPD basis, the Open Molecules 2025 dataset).

As for the total charge: 0. The structure (SMILES) is CC(C)c1ccc(OC(=O)c2cccc(S(=O)(=O)N3CCN(C)CC3)c2)cc1. As for the LUMO energy: 0.21 eV.

CARTESIAN COORDINATES (ANGSTROEM)
C 4.44 -1.38 -3.29
C 3.62 -0.66 -2.21
C 3.01 0.63 -2.77
C 2.56 -1.58 -1.66
C 1.45 -1.92 -2.41
C 0.46 -2.74 -1.89
C 0.59 -3.22 -0.59
O -0.41 -4.01 -0.02
C -1.68 -3.58 0.05
O -2.56 -4.33 0.37
C -1.93 -2.14 -0.29
C -3.00 -1.81 -1.11
C -3.22 -0.50 -1.49
C -2.37 0.50 -1.06
C -1.33 0.18 -0.21
S -0.16 1.44 0.30
O 0.69 0.88 1.31
O 0.47 1.96 -0.88
N -1.21 2.61 0.87
C -0.76 3.98 0.76
C 0.22 4.33 1.88
N -0.43 4.11 3.16
C 0.41 4.54 4.26
C -0.79 2.71 3.30
C -1.75 2.31 2.18
C -1.11 -1.12 0.20
C 1.72 -2.93 0.15
C 2.69 -2.11 -0.39
H 5.22 -0.73 -3.67
H 4.90 -2.28 -2.88
H 3.80 -1.67 -4.12
H 4.30 -0.39 -1.39
H 2.45 0.44 -3.68
H 2.33 1.08 -2.05
H 3.80 1.35 -3.00
H 1.33 -1.55 -3.41
H -0.41 -2.99 -2.47
H -3.65 -2.60 -1.46
H -4.06 -0.26 -2.14
H -2.49 1.53 -1.37
H -0.27 4.07 -0.21
H -1.63 4.63 0.81
H 0.50 5.38 1.81
H 1.13 3.70 1.77
H 0.62 5.61 4.14
H 1.36 3.99 4.32
H -0.13 4.40 5.20
H -1.29 2.57 4.27
H 0.09 2.05 3.26
H -1.96 1.24 2.22
H -2.69 2.87 2.28
H -0.30 -1.31 0.88
H 1.82 -3.34 1.15
H 3.56 -1.87 0.21

=====

The least stable of them is ii.

=====

i | # C2H8OSi2

One molecule with the formula C2H8OSi2 (the ωB97M-V functional and the def2-TZVPD basis, the Open Molecules 2025 dataset).

As for the total charge: 0. As for the LUMO energy (alpha / beta): -0.55 / -0.46 eV.

CARTESIAN COORDINATES (ANGSTROEM)
C -2.20 -0.99 -0.19
C 2.40 -0.25 -0.36
O -0.29 1.02 0.18
Si -1.88 0.93 -0.11
Si 1.32 1.28 -0.01
H -3.28 -1.25 -0.15
H -1.86 -1.35 -1.17
H -1.52 -1.35 0.76
H 2.19 -0.78 -1.22
H 3.50 0.01 -0.55
H 2.34 -0.98 0.34
H -2.29 2.00 1.13
H 1.57 1.70 1.36

=====

ii | # C2H8OSi2

One molecule with the formula C2H8OSi2 (the ωB97M-V functional and the def2-TZVPD basis, the Open Molecules 2025 dataset).

As for the total charge: 0. The structure (SMILES) is CC(=O)[SiH2][SiH3]. As for the LUMO energy: 0.33 eV.

CARTESIAN COORDINATES (ANGSTROEM)
C 2.28 0.70 -0.66
C 0.71 0.78 0.07
O 0.63 1.68 0.83
Si -0.54 -0.52 -0.48
Si -2.23 -0.61 1.06
H 2.87 0.91 0.16
H 2.14 1.43 -1.44
H 2.46 -0.21 -1.21
H 0.20 -1.80 -0.40
H -0.46 -0.02 -1.95
H -3.32 -1.12 0.18
H -1.95 -1.71 1.86
H -2.79 0.47 1.98

=====

The least stable of them is ii.